Record 1
Computed, not measured: 2 unconnected molecules or ions with the total composition C10H10O3S, with ωB97M-V with the def2-TZVPD basis set.

The geometry in ORCA input format:
```
! wB97M-V def2-TZVPD RIJCOSX def2/J DEFGRID3
* xyz 0 1
C -3.5725 -0.7362 0.0166
C -2.7983 -1.4469 -0.8978
C -2.9647 0.0382 0.9821
C -1.4148 -1.3186 -0.8834
C -1.6364 -0.0941 1.1941
C -0.9409 -0.8024 0.2760
C 1.1421 -0.8313 0.2976
C 2.9816 0.7929 -0.2819
C 1.2589 2.3238 -0.3967
C 1.7899 0.3827 0.6655
O 3.1969 -2.3912 0.1844
O 2.6423 2.0827 -0.6961
O 0.9871 1.4881 0.7489
S 1.7042 -2.3235 0.0005
H -4.6310 -0.8729 -0.2996
H -3.3251 -2.0283 -1.7763
H -3.4738 0.6886 1.5240
H -0.8544 -1.6755 -1.6859
H -1.1937 0.3803 1.9516
H 4.0190 1.0002 0.0941
H 2.9939 -0.0190 -1.0268
H 1.2088 3.3218 -0.2529
H 0.5251 1.9632 -1.2853
H 2.3559 0.0774 1.5477
*
```

Orbital gap: 0.3359 hartree
Electronic energy: -1010.7518 Eh
HOMO energy: -9.05 eV

***

Record 2
Computed, not measured: a molecular structure, C34H27ClN8O7PbSSe, with ωB97M-V with the def2-TZVPD basis set.

The geometry in ORCA input format:
```
! wB97M-V def2-TZVPD RIJCOSX def2/J DEFGRID3
* xyz -2 1
Pb 0.5594 -0.6914 -1.1282
C -3.4434 -3.3582 -2.5735
O -3.4193 -3.1657 -1.1837
C -2.3095 -3.9113 -0.5779
C -2.6251 -4.8811 0.3517
C -1.5650 -5.5330 1.0332
C -0.2564 -5.1897 0.7998
C 0.0168 -4.1131 -0.0848
C 1.4277 -3.6630 -0.0510
N 1.8862 -2.4492 -0.2662
N 3.1710 -2.3245 -0.0308
C 3.5008 -1.0475 0.0560
O 2.7637 -0.0225 -0.0592
C 4.9856 -0.8398 0.3699
C 5.9140 -1.8639 0.2848
C 7.2692 -1.6398 0.5739
C 7.6406 -0.3692 1.0335
C 6.6940 0.5435 1.3539
C 5.3384 0.3163 1.0131
C -1.0165 -3.4880 -0.8219
O -0.7550 -2.4988 -1.6539
H -2.8214 -2.6826 -3.0126
H -4.5363 -3.2274 -2.8663
H -3.0794 -4.4053 -2.8596
H -3.6610 -5.1752 0.4484
H -1.7159 -6.3164 1.7827
H 0.5915 -5.5977 1.4039
H 2.1497 -4.5062 0.2534
H 5.6459 -2.8776 -0.0624
H 8.0572 -2.3544 0.5064
H 8.7036 -0.1026 1.0888
H 7.0025 1.4182 1.9756
H 4.5863 1.0372 1.0873
S -0.5561 -0.7804 1.2601
C -0.9563 0.7865 1.8091
N -1.8753 1.0478 2.6702
N -2.5591 -0.1052 3.1203
C -3.2928 0.1205 4.2776
C -3.9564 -0.9320 4.9085
C -4.6549 -0.7346 6.0503
C -4.7217 0.4714 6.7284
C -4.0145 1.5259 6.0712
C -3.3368 1.3735 4.9035
N -0.1617 1.9746 1.5856
N 0.4207 1.8559 0.4995
C 1.2321 3.0568 0.2711
C 1.6010 3.2039 -1.0656
C 2.4173 4.2138 -1.5545
C 2.7970 5.1963 -0.6958
C 2.5659 5.0030 0.6718
C 1.7641 3.9635 1.1734
H -2.6634 -0.9505 2.5439
H -3.7081 -1.9480 4.6213
H -5.1697 -1.5797 6.4724
H -5.4022 0.6341 7.5822
H -4.1202 2.5646 6.4438
H -2.9868 2.2913 4.4045
H 1.2654 2.5797 -1.8201
H 2.5929 4.2412 -2.6241
H 3.4120 6.0659 -0.9879
H 2.9495 5.6236 1.4721
H 1.3245 3.9465 2.1580
Se -0.3190 1.2017 -5.3011
N -0.6248 1.8001 -3.7043
C -1.7752 1.3561 -3.2564
C -2.3527 1.6195 -1.9767
C -3.4653 0.9029 -1.6367
C -4.2385 0.0954 -2.5469
C -3.7427 -0.0827 -3.7988
C -2.4198 0.4990 -4.2008
N -1.8388 0.2909 -5.3624
H -1.8966 2.2896 -1.2283
H -3.9703 0.9803 -0.6523
H -5.1549 -0.3653 -2.2693
H -4.1160 -0.7191 -4.5651
O 3.0176 4.5391 -6.7755
Cl 1.8024 4.1118 -6.1423
O 0.6998 4.1215 -7.0428
O 2.0103 2.7555 -5.7085
O 1.4779 4.8733 -4.9669
*
```

Orbital gap: 0.2583 hartree
Electronic energy: -5728.9482 Eh
HOMO energy: -3.13 eV

***

Record 3
Computed, not measured: a molecular structure, C10H8N2O2SSn, with ωB97M-V with the def2-TZVPD basis set.

The geometry in ORCA input format:
```
! wB97M-V def2-TZVPD RIJCOSX def2/J DEFGRID3
* xyz 0 1
Sn -0.3646 0.2388 2.4409
O -1.7235 -2.2212 -0.5189
C -0.8052 -1.8561 0.1839
O -0.9729 -1.4760 1.4366
C 0.6118 -1.9797 -0.2917
C 0.9134 -3.1103 -1.0517
C 2.1868 -3.3360 -1.5372
C 3.1916 -2.4152 -1.2671
C 2.9066 -1.2855 -0.5237
C 1.6191 -1.0477 -0.0373
S 1.4057 0.5290 0.7623
H 0.1161 -3.8147 -1.2480
H 2.3909 -4.2160 -2.1330
H 4.1951 -2.5742 -1.6406
H 3.6778 -0.5572 -0.3074
N -2.1265 4.1963 0.6292
C -2.7424 3.2608 -0.1666
C -2.3976 2.0536 0.3571
N -1.5930 2.2467 1.4562
C -1.4424 3.5437 1.5887
H -2.1705 5.1916 0.5039
H -3.3507 3.5310 -1.0108
H -2.6645 1.0637 0.0231
H -0.8611 4.0345 2.3520
*
```

Orbital gap: 0.2989 hartree
Electronic energy: -1258.4114 Eh
HOMO energy: -7.89 eV

***

Record 4
Computed, not measured: C2H4N2S in the gas phase, with ωB97M-V with the def2-TZVPD basis set.

The geometry in ORCA input format:
```
! wB97M-V def2-TZVPD RIJCOSX def2/J DEFGRID3
* xyz 0 1
C 0.3761 -0.0226 -0.3085
C -0.9479 -0.8551 -0.0953
H 1.3126 1.6216 0.2298
H -0.7331 1.7440 0.0440
H 1.5651 -1.3809 0.1481
H -1.0883 -1.9916 0.3196
N 0.3036 1.2817 -0.0707
N 1.5773 -0.5014 -0.1414
S -2.3653 0.1043 -0.1257
*
```

Orbital gap: 0.2759 hartree
Electronic energy: -586.2003 Eh
SMILES: [H]/N=C(/N)C=S
HOMO energy: -8.96 eV

***

Record 5
Computed, not measured: 16 unconnected molecules or ions with the total composition H31O16, with ωB97M-V with the def2-TZVPD basis set.

The geometry in ORCA input format:
```
! wB97M-V def2-TZVPD RIJCOSX def2/J DEFGRID3
* xyz -1 1
O -2.2686 4.8265 1.3319
H -1.5075 2.3026 -1.4336
H -1.0931 -1.7095 0.5193
O 0.5260 4.9893 0.1610
H -2.7530 5.3667 0.6750
H -2.6600 3.9841 1.0641
O 2.1040 -3.8718 1.2639
H 1.1349 4.4395 -0.3609
H -2.0315 -1.8313 1.5941
O -1.4211 -2.3787 1.1507
H 0.8472 -1.3385 2.0837
H -0.2678 4.8960 -0.3275
O -1.8711 3.2407 -1.5263
H 0.4122 -2.6145 -0.8284
H -0.8432 -0.9688 -1.0026
O 3.9780 1.5551 0.6168
H 1.7724 -1.4094 -1.3931
H -2.4050 0.4617 3.1775
O -1.9834 -0.3044 -3.5192
H -2.8281 0.0613 -3.2676
H -1.3696 0.2294 -2.9682
O 0.4400 -2.4318 -4.3836
H 0.9045 -1.7700 -3.8923
H 1.3682 -3.3491 1.0508
O -2.5143 1.3118 0.2643
H -2.2186 0.3382 0.2131
O -0.2048 -2.8949 -1.6187
H -2.6001 2.9851 -2.1582
H -1.0221 -3.0252 -1.1537
O 2.2881 -2.1198 -0.9900
H 2.7475 -3.9752 0.6095
H 2.3467 -2.9065 -1.4578
O -0.6892 -0.3034 -0.3752
H 0.8774 -0.9993 0.7439
H -3.7197 0.0449 2.7558
O 2.3017 -1.0189 4.5513
H 2.0994 0.2794 0.1993
H 3.3215 1.4054 -0.1057
O -2.9573 -0.4202 3.1154
H 0.8107 0.5169 -0.7406
H 2.5026 -0.9250 3.6352
O 1.5487 -1.0837 1.4766
H -1.6566 1.7374 0.4339
H -0.1997 -2.6509 -3.6849
O 1.7886 0.6080 -0.6544
H 2.4148 -0.0169 4.6259
H 4.5502 0.7377 0.5295
*
```

Orbital gap: 0.3387 hartree
Electronic energy: -1222.4369 Eh
HOMO energy: -6.90 eV

***

Record 6
Computed, not measured: C13H11NOS2 in the gas phase, with ωB97M-V with the def2-TZVPD basis set.

The geometry in ORCA input format:
```
! wB97M-V def2-TZVPD RIJCOSX def2/J DEFGRID3
* xyz 0 1
O -1.2279 -1.4262 2.8666
S 0.2790 2.8534 2.4059
S -0.8677 1.1471 -0.2730
C -0.7233 -1.3179 1.7626
C 1.6253 4.0214 2.2248
C 2.7340 3.4714 1.6783
C 2.5004 2.1287 1.0769
C 1.2202 1.7849 1.3644
C -1.6967 -1.4069 -3.5436
C -1.7392 -2.6821 -2.9355
C -1.3589 -0.3263 -2.7015
C -1.5444 -2.7697 -1.5367
C -1.1969 -0.4358 -1.3114
C -1.3089 -1.6382 -0.6268
N -1.3837 -1.9041 0.7085
C 0.6237 -0.7108 1.5315
C 0.6738 0.5069 0.6459
H 1.6569 5.0131 2.5794
H 3.7647 3.9105 1.5449
H 3.2479 1.6234 0.4146
H -1.8063 -1.3509 -4.6512
H -1.9939 -3.4984 -3.6238
H -1.2168 0.5946 -3.2040
H -1.5514 -3.7978 -1.1353
H -2.3535 -2.1632 1.0781
H 1.3507 -1.3584 1.2867
H 0.9908 -0.3895 2.5162
H 1.3020 0.1208 -0.1424
*
```

Orbital gap: 0.3453 hartree
Electronic energy: -1428.2895 Eh
SMILES: O=C1C[C@H](c2cccs2)Sc2ccccc2N1
HOMO energy: -8.77 eV